Density functional theory data (ωB97M-V with the def2-TZVPD basis set) for a molecular structure, C54H55BaCl2N7S2Sb.

Calculated values
- E_LUMO: 1.89 eV
- Relative energy (zero: lowest compared OMol25 entry of this formula, charge and spin): 4.9 kcal per mole

The geometry in ORCA input format:
```
! RIJCOSX wB97M-V def2-TZVPD def2/J DEFGRID3
* xyz -1 1
Ba 0.5791 0.0807 -0.8148
N -1.7307 -1.6639 -1.2160
C -2.3199 -1.6837 -2.5590
C -3.1107 -0.4146 -2.8089
N -2.2378 0.7583 -2.8825
H -1.2447 -2.5435 -1.0587
H -2.4538 -1.6289 -0.5028
H -2.9763 -2.5496 -2.7184
H -1.4953 -1.7529 -3.2753
H -3.8063 -0.2504 -1.9844
H -3.7215 -0.5502 -3.7101
H -2.8079 1.5865 -2.7471
H -1.8227 0.8264 -3.8057
S -0.1224 0.2237 2.1506
C 1.1529 1.2427 2.7798
C 1.4787 1.0688 4.1314
C 2.5167 1.7389 4.7551
C 2.8060 1.4632 6.1319
N 3.0287 1.2138 7.2331
C 3.2807 2.6496 4.0084
C 2.9505 2.8684 2.6805
C 1.8971 2.2089 2.0308
S 1.5703 2.6924 0.3703
C 4.3857 3.3490 4.5961
N 5.2742 3.9075 5.0682
H 0.9013 0.3502 4.6993
H 3.5244 3.5872 2.1104
C 6.5277 -4.6836 0.2415
C 5.5427 -5.4887 -0.5579
C 5.7614 -6.8303 -0.8348
C 4.8536 -7.5800 -1.5686
C 3.6894 -6.9797 -2.0195
C 3.4398 -5.6445 -1.7437
C 4.3672 -4.8872 -1.0298
N 4.1649 -3.5302 -0.7170
C 3.1762 -2.6970 -1.2644
N 3.1153 -2.7773 -2.6125
C 2.2652 -2.1596 -3.5938
C 1.4279 -1.0893 -3.2705
C 0.7347 -0.5771 -4.3808
C 0.8351 -1.0724 -5.6754
C 1.6648 -2.1565 -5.9174
C 2.3965 -2.7182 -4.8798
C 3.3100 -3.8851 -5.1681
N 2.4748 -1.9168 -0.5137
C 2.6901 -2.0023 0.8892
C 3.4823 -1.0412 1.5103
C 3.6617 -1.0586 2.8849
C 3.0383 -2.0337 3.6462
C 2.2409 -2.9865 3.0260
C 2.0566 -2.9924 1.6502
C 1.1906 -4.0214 0.9798
H 7.4290 -5.2609 0.4394
H 6.1106 -4.3816 1.2064
H 6.8056 -3.7703 -0.2870
H 6.6707 -7.2938 -0.4711
H 5.0512 -8.6222 -1.7786
H 2.9602 -7.5509 -2.5788
H 2.5194 -5.1867 -2.0773
H 4.3989 -3.2785 0.2336
H 3.8469 -3.3512 -2.9965
H 0.0875 0.2830 -4.2348
H 0.2818 -0.6193 -6.4911
H 1.7562 -2.5707 -6.9157
H 3.2089 -4.1923 -6.2084
H 3.0870 -4.7523 -4.5423
H 4.3647 -3.6341 -5.0111
H 3.9332 -0.2641 0.9035
H 4.2611 -0.2916 3.3580
H 3.1527 -2.0365 4.7225
H 1.7347 -3.7356 3.6245
H 0.5919 -4.5604 1.7123
H 1.7862 -4.7507 0.4251
H 0.5210 -3.5450 0.2587
C -0.6147 4.0411 -2.5023
C -1.4711 5.1069 -1.8664
C -1.5043 6.3785 -2.4294
C -2.2302 7.4051 -1.8432
C -2.9238 7.1707 -0.6684
C -2.8994 5.9042 -0.0993
C -2.1988 4.8601 -0.6930
Sb -2.1597 2.8782 0.1684
C -2.4895 3.4948 2.2057
C -1.3004 3.4416 2.9356
C -1.2659 3.7281 4.2902
C -2.4410 4.0695 4.9386
C -3.6242 4.1475 4.2223
C -3.6735 3.8777 2.8551
C -5.0049 4.0331 2.1655
C -4.1565 2.3069 -0.4396
C -4.7880 2.9123 -1.5227
C -6.0004 2.4334 -2.0056
C -6.5995 1.3456 -1.3905
C -5.9793 0.7395 -0.3066
C -4.7561 1.1990 0.1697
C -4.0955 0.5208 1.3383
H -0.1142 4.4222 -3.3919
H -1.1978 3.1679 -2.7960
H 0.1500 3.7015 -1.7985
H -0.9391 6.5703 -3.3341
H -2.2381 8.3882 -2.2966
H -3.4766 7.9695 -0.1898
H -3.4258 5.7364 0.8324
H -0.3839 3.1588 2.4339
H -0.3290 3.6676 4.8283
H -2.4368 4.2872 5.9991
H -4.5379 4.4407 4.7281
H -5.6414 3.1593 2.3299
H -4.9012 4.1581 1.0946
H -5.5342 4.9015 2.5620
H -4.3335 3.7807 -1.9892
H -6.4766 2.9154 -2.8505
H -7.5473 0.9672 -1.7520
H -6.4484 -0.1109 0.1757
H -4.6745 -0.3370 1.6721
H -3.9789 1.2111 2.1780
H -3.0819 0.1862 1.0923
Cl -1.7653 -2.8026 2.0869
C -2.8446 -2.0866 3.2830
Cl -4.5188 -2.6630 3.1246
H -2.8173 -1.0083 3.1557
H -2.4936 -2.3786 4.2659
*
```